Record 1
135
Properties=species:S:1:pos:R:3:lowdin_charge:R:1 method="wB97M-V/def2-TZVPD" smiles="CCCON(C)[C@H](C[C@@H]1CO1)[C@@H](CCCS(=O)(=O)O)O[C@@](CC=O)(CCCCCCCOC)S(C)(=O)=O.COC[C@@H](C)N.COC[C@@H](C)N.COC[C@@H](C)N" e_tot_ev=-92868.994 relative_energy_ev=2.3176 multiplicity=1 molar_mass_da=841.18
C 2.34054 -5.12220 1.66514 -0.092
C 0.78424 -4.91344 1.69762 -0.206
C 0.13426 -5.65919 0.48079 -0.199
O -1.06793 -5.01715 0.04033 -0.171
N -1.00468 -4.71844 -1.34851 -0.144
C -1.61207 -5.90312 -2.00068 -0.057
C -1.88630 -3.50008 -1.46742 -0.206
C -3.38516 -3.83362 -1.59152 -0.080
C -4.22892 -2.55203 -1.10728 -0.254
C -4.32508 -2.40528 0.44937 -0.040
O -5.45693 -2.84621 -0.43210 -0.082
C -1.28656 -2.53220 -2.55349 -0.244
C -2.21418 -2.27852 -3.79882 -0.115
C -2.11377 -3.41785 -4.87034 -0.189
C -3.47257 -3.90398 -5.44676 -0.220
S -4.33295 -2.59376 -6.35839 0.618
O -3.65073 -2.27868 -7.58348 -0.281
O -4.52489 -1.40139 -5.56466 -0.293
O -5.80162 -3.16182 -6.76589 -0.165
O -1.10314 -1.25392 -1.94619 -0.080
C 0.20108 -0.92315 -1.54388 -0.461
C 1.02378 -2.07558 -0.86384 -0.072
C 2.33666 -1.63838 -0.16811 -0.232
O 3.35220 -2.20568 -0.44378 0.052
C 0.94721 -0.14129 -2.66271 -0.117
C 1.54039 -1.00120 -3.82935 -0.153
C 2.97336 -1.55410 -3.47788 -0.204
C 3.95579 -1.50015 -4.69100 -0.203
C 5.45091 -1.48849 -4.25219 -0.214
C 5.85717 -2.75414 -3.44469 -0.180
C 7.37167 -2.79596 -3.09625 -0.236
O 7.70145 -4.04766 -2.47149 -0.200
C 8.65398 -4.78801 -3.21873 -0.132
S -0.07862 0.34747 -0.18952 0.701
C -0.69216 -0.46690 1.31078 -0.105
O 1.08074 1.20043 0.03075 -0.331
O -1.17743 1.18450 -0.65228 -0.323
H 2.59740 -6.04111 1.10517 0.073
H 2.72650 -5.12284 2.70011 0.072
H 2.81171 -4.26136 1.14611 0.056
H 0.34961 -5.28111 2.64936 0.105
H 0.59520 -3.82228 1.67194 0.079
H -0.17609 -6.65325 0.88519 0.125
H 0.85591 -5.86140 -0.33115 0.120
H -2.01176 -5.71186 -3.01034 0.077
H -0.79337 -6.64925 -2.12822 0.091
H -2.33989 -6.36057 -1.30400 0.099
H -1.76115 -2.98693 -0.49151 0.137
H -3.75500 -4.09547 -2.59751 0.095
H -3.76019 -4.59639 -0.88417 0.125
H -4.14231 -1.61317 -1.70823 0.143
H -3.73452 -3.23133 0.86967 0.104
H -4.47696 -1.41362 0.89291 0.082
H -0.38619 -3.01793 -2.97306 0.134
H -1.77853 -1.37310 -4.27540 0.131
H -3.24287 -1.99984 -3.52338 0.089
H -1.53917 -3.02003 -5.73680 0.122
H -1.52249 -4.29337 -4.52573 0.107
H -4.17122 -4.30664 -4.69048 0.099
H -3.24108 -4.69372 -6.19389 0.117
H -6.47682 -2.58981 -6.35619 0.098
H 1.31911 -2.80014 -1.64951 0.120
H 0.33722 -2.60252 -0.16970 0.092
H 2.41202 -0.85482 0.62278 0.132
H 0.23135 0.58218 -3.11024 0.134
H 1.78061 0.48664 -2.28055 0.123
H 1.71750 -0.29144 -4.66924 0.111
H 0.86423 -1.77904 -4.22955 0.103
H 3.41687 -0.89903 -2.69546 0.107
H 2.92039 -2.58012 -3.07305 0.102
H 3.81716 -2.45382 -5.25184 0.115
H 3.78071 -0.63887 -5.36454 0.107
H 6.10105 -1.44985 -5.15507 0.110
H 5.69861 -0.60277 -3.62391 0.118
H 5.31800 -2.73255 -2.47248 0.107
H 5.61294 -3.70953 -3.95437 0.123
H 7.59893 -2.00885 -2.34247 0.126
H 8.01395 -2.58554 -3.97780 0.115
H 8.58663 -4.61717 -4.31584 0.087
H 9.70025 -4.64396 -2.86977 0.087
H 8.41981 -5.86763 -3.07325 0.087
H -0.65026 0.20917 2.18142 0.082
H -0.19013 -1.42074 1.55348 0.051
H -1.76612 -0.68144 1.11680 0.065
C -4.40396 2.34653 0.25823 -0.062
C -5.18961 1.94792 1.50334 -0.423
C -5.53761 3.13633 2.41442 -0.205
O -4.45486 3.60147 3.20477 -0.198
C -3.58004 4.50062 2.54278 -0.095
N -4.44251 0.90890 2.22730 0.043
H -3.36216 2.57967 0.47708 0.056
H -4.40089 1.52654 -0.46168 0.074
H -4.85450 3.21462 -0.22891 0.082
H -6.13455 1.51174 1.16304 0.136
H -6.29618 2.80163 3.12899 0.121
H -5.98681 3.96027 1.84681 0.121
H -4.10945 5.14759 1.83830 0.096
H -2.78789 3.95084 2.02997 0.079
H -3.10911 5.12749 3.30070 0.069
H -5.00851 0.58454 3.00835 0.077
H -3.65109 1.36584 2.67659 0.070
C 3.66620 2.92606 1.07259 -0.066
C 3.62510 3.17119 2.57728 -0.427
C 4.37310 4.44297 3.01366 -0.209
O 5.78560 4.31213 3.04270 -0.192
C 6.42422 4.49570 1.79180 -0.109
N 4.13192 1.97880 3.26775 0.037
H 4.63737 2.56056 0.73490 0.066
H 2.92753 2.17342 0.79527 0.038
H 3.43297 3.83992 0.52054 0.084
H 2.57357 3.30283 2.85328 0.135
H 4.08180 4.66647 4.04469 0.119
H 4.07637 5.31052 2.41117 0.118
H 5.91716 5.24648 1.17935 0.090
H 6.48767 3.54862 1.25140 0.074
H 7.44304 4.83550 1.98293 0.086
H 4.02185 2.11003 4.27047 0.069
H 5.14141 1.96027 3.13706 0.068
C -1.41049 7.23388 7.14645 -0.073
C -2.30939 8.43156 6.85398 -0.433
C -3.80948 8.12508 7.00874 -0.210
O -4.37290 7.39841 5.92972 -0.188
C -4.18898 5.99443 5.99904 -0.102
N -1.99407 8.94690 5.51746 0.037
H -1.42019 6.49913 6.34100 0.063
H -0.37656 7.56118 7.26788 0.075
H -1.71201 6.73430 8.07022 0.078
H -2.06023 9.20763 7.58496 0.134
H -4.34589 9.07861 7.02786 0.120
H -4.02242 7.62863 7.96392 0.118
H -4.21386 5.62754 7.02904 0.093
H -3.24976 5.71251 5.51845 0.062
H -4.99834 5.51943 5.44365 0.086
H -2.53062 9.79626 5.35920 0.072
H -2.37916 8.28982 4.84179 0.067


Record 2
132
Properties=species:S:1:pos:R:3:lowdin_charge:R:1 method="wB97M-V/def2-TZVPD" smiles="CC(C)CC[C@]1(COO)C(=O)N[C@@](CC(C)C)(CC(N)(N)N)[C@]1(CCCS)CC(=O)F.CC(C)O.CC(C)O.CC(C)O.CC(C)O.CC(C)O" e_tot_ev=-76572.689 multiplicity=1 molar_mass_da=765.13
C 3.11505 -1.99593 2.49785 -0.116
C 1.70735 -1.10610 2.50610 -0.344
C 2.10246 0.33925 3.24629 -0.129
C 1.15374 -0.80139 0.95572 -0.146
C -0.29529 -1.49004 0.68808 -0.108
C -1.53761 -0.52684 0.30266 -0.205
C -2.19978 -0.17742 1.75315 -0.096
O -1.25814 0.07815 2.85161 -0.238
O -1.77719 -0.38848 3.95142 -0.071
C -2.53876 -1.59464 -0.51332 -0.196
O -2.85634 -2.83484 -0.09147 -0.059
N -3.03490 -0.99065 -1.84468 0.072
C -2.94118 0.54502 -1.68927 -0.277
C -2.87621 1.01991 -3.24591 -0.116
C -4.24706 1.33365 -4.02617 -0.354
C -4.44335 0.32757 -5.34823 -0.103
C -4.14826 2.86522 -4.68236 -0.118
C -4.31997 0.82884 -0.87249 -0.035
C -4.78533 2.38875 -0.72715 -0.534
N -3.83677 3.41853 -1.28279 0.064
N -5.03572 2.71903 0.75999 0.039
N -6.15294 2.66043 -1.39074 0.037
C -1.46243 0.59335 -0.89862 -0.195
C -1.21596 1.97608 0.01038 -0.131
C -0.63827 3.24741 -0.83820 -0.245
C -0.77416 4.67045 0.02657 -0.547
S 0.71640 5.79256 -0.13401 0.619
C -0.16186 0.55051 -1.89202 -0.034
C 0.21302 -0.88517 -2.56401 -0.157
O -0.50103 -1.61073 -3.42440 0.015
F 1.57198 -1.46478 -2.24010 -0.068
H 3.83990 -1.56489 1.67266 0.084
H 3.70982 -1.91945 3.51954 0.085
H 2.89372 -3.15655 2.32960 0.077
H 0.88252 -1.59435 3.17789 0.112
H 1.20084 1.10641 3.10244 0.070
H 2.25213 0.23573 4.40345 0.077
H 3.05996 0.83759 2.78920 0.083
H 2.02481 -1.22986 0.26042 0.114
H 1.20497 0.36156 0.84316 0.092
H -0.58157 -2.13612 1.64732 0.140
H -0.15791 -2.29108 -0.18205 0.139
H -2.82187 -1.14405 2.07735 0.166
H -2.97017 0.70627 1.76316 0.115
H -1.17649 -1.09669 4.37071 0.149
H -3.94432 -1.35479 -2.20090 0.138
H -2.20875 2.01007 -3.26736 0.103
H -2.26415 0.23617 -3.89703 0.124
H -5.25015 1.28279 -3.44565 0.102
H -5.07376 0.98326 -6.12107 0.078
H -3.42781 0.01679 -5.83921 0.086
H -5.14488 -0.58104 -5.06754 0.083
H -4.22568 3.71372 -3.88063 0.055
H -3.13191 2.88697 -5.27478 0.094
H -5.00296 3.06508 -5.47795 0.082
H -4.41373 0.33955 0.18521 0.127
H -5.18329 0.30067 -1.51147 0.127
H -4.32517 4.21686 -1.76141 0.082
H -3.40862 3.87649 -0.42218 0.066
H -5.29561 3.72320 0.87174 0.082
H -4.22220 2.43875 1.34781 0.022
H -6.03171 3.00689 -2.36673 0.054
H -6.76895 1.82069 -1.32961 0.079
H -2.20179 2.33898 0.54322 0.090
H -0.43430 1.79077 0.89354 0.134
H -1.05956 3.36086 -1.92666 0.106
H 0.53492 3.07824 -0.94648 0.096
H -1.70880 5.24446 -0.41900 0.078
H -1.02396 4.47781 1.17043 0.072
H 1.85466 5.10061 -0.57683 -0.148
H -0.17714 1.33441 -2.77794 0.143
H 0.77447 0.87890 -1.22723 0.129
C 5.52219 5.19949 -2.97819 -0.066
C 4.54974 5.55871 -1.86612 -0.518
C 4.71746 7.00520 -1.42900 -0.062
O 4.77021 4.69968 -0.75034 -0.069
H 6.55947 5.31272 -2.64359 0.082
H 5.39849 4.15219 -3.27415 0.081
H 5.36764 5.83253 -3.85753 0.081
H 3.52219 5.39435 -2.20823 0.123
H 5.72631 7.18245 -1.03950 0.083
H 4.01985 7.24606 -0.61982 0.076
H 4.53883 7.69249 -2.26181 0.083
H 5.68025 4.83882 -0.43976 0.094
C 5.22511 -6.77625 1.46930 -0.063
C 5.28487 -5.58296 2.40946 -0.498
C 6.01753 -5.92743 3.69634 -0.068
O 3.95977 -5.15926 2.71945 -0.081
H 4.68488 -7.61118 1.92950 0.081
H 4.68433 -6.51727 0.55267 0.082
H 6.22959 -7.11661 1.19905 0.080
H 5.78823 -4.74699 1.91178 0.142
H 5.50536 -6.73236 4.23550 0.080
H 6.04200 -5.06307 4.36845 0.079
H 7.04579 -6.24238 3.49300 0.079
H 3.50517 -5.89527 3.16175 0.097
C -2.64426 5.68431 4.15708 -0.061
C -3.52491 4.45209 4.02478 -0.489
C -3.39266 3.54365 5.23671 -0.057
O -3.15547 3.73140 2.85191 -0.097
H -1.58739 5.40461 4.23148 0.084
H -2.74032 6.32275 3.27227 0.080
H -2.91402 6.26919 5.04196 0.082
H -4.57013 4.75759 3.90607 0.143
H -2.36223 3.18808 5.34941 0.084
H -4.02246 2.65502 5.12212 0.084
H -3.68481 4.06424 6.15404 0.082
H -2.22872 3.45605 2.94841 0.083
C 5.83222 -2.26708 -3.26931 -0.068
C 5.28347 -3.64608 -3.59893 -0.505
C 4.40849 -3.61184 -4.84182 -0.066
O 4.51859 -4.12588 -2.49610 -0.061
H 5.01987 -1.55994 -3.06738 0.078
H 6.44997 -2.30467 -2.36560 0.079
H 6.43890 -1.87654 -4.09228 0.078
H 6.11263 -4.34543 -3.75166 0.138
H 3.54563 -2.95228 -4.69563 0.079
H 4.01053 -4.60859 -5.05989 0.081
H 4.97237 -3.26161 -5.71202 0.078
H 3.77996 -3.51109 -2.35314 0.084
C -2.35691 -7.40595 1.23566 -0.066
C -1.60994 -6.57276 2.26485 -0.505
C -2.53339 -6.11337 3.38187 -0.069
O -1.03890 -5.43385 1.62587 -0.066
H -3.15834 -6.82385 0.76703 0.083
H -1.68257 -7.71925 0.43141 0.081
H -2.79499 -8.29856 1.69306 0.078
H -0.78638 -7.15952 2.68600 0.136
H -3.34115 -5.48542 2.98928 0.082
H -1.98507 -5.50454 4.10859 0.076
H -2.97685 -6.96713 3.90369 0.078
H -1.76289 -4.90683 1.24895 0.071


Record 3
159
Properties=species:S:1:pos:R:3:lowdin_charge:R:1 method="wB97M-V/def2-TZVPD" e_tot_ev=-409641.698 relative_energy_ev=0.0000 multiplicity=1 molar_mass_da=1683.92
C 2.45901 0.53136 -1.57558 -0.083
C 1.70937 -0.72547 -1.14792 -0.280
C 0.38018 -0.51538 -0.42539 -0.257
C -0.62202 0.47741 -1.08005 -0.265
Si -1.32253 -0.15894 -2.69731 0.437
O -2.91730 0.13080 -3.07348 -0.376
Si -4.09867 0.81007 -2.13177 0.402
C -4.60087 2.49019 -2.79840 -0.300
C -3.49975 3.59269 -2.75258 -0.237
P -3.64570 4.66611 -1.29325 0.489
O -4.24325 5.94661 -1.69372 -0.269
O -4.58874 3.98308 -0.19830 -0.241
C -4.02982 3.17811 0.87850 -0.247
C -3.78553 4.05199 2.10671 -0.069
O -2.25759 4.86603 -0.51070 -0.199
C -1.01116 4.37860 -1.03051 -0.285
C -0.01503 4.30958 0.11057 -0.078
P -5.86696 -0.59333 -2.18328 0.701
N -6.79987 0.19300 -0.94317 -0.254
O -6.56101 -0.19100 -3.66039 -0.399
P -1.14329 -2.41248 -2.70258 0.233
S -2.22536 -3.23581 -1.28269 0.048
B -0.21673 0.51406 -4.26933 -0.590
O 0.88050 -0.14912 -4.75119 0.129
N -0.66253 1.72407 -4.97841 -0.161
C 0.15737 2.87450 -4.55955 -0.082
C -0.59461 1.57859 -6.43943 -0.092
H 1.85735 1.21950 -2.17237 0.045
H 3.31027 0.25345 -2.20063 0.080
H 2.84812 1.07277 -0.71237 0.072
H 1.59555 -1.42837 -1.98151 0.025
H 2.35295 -1.25046 -0.44191 0.042
H -0.14865 -1.46674 -0.32304 0.051
H 0.55389 -0.15107 0.59021 0.108
H -0.10015 1.41388 -1.29414 0.044
H -1.35776 0.72560 -0.31280 0.066
H -3.76428 0.92889 -0.70379 0.000
H -5.49702 2.83870 -2.27985 0.065
H -4.89112 2.32809 -3.83910 0.081
H -2.52954 3.11810 -2.90431 0.056
H -3.65755 4.26124 -3.59666 0.096
H -4.78924 2.42892 1.09274 0.114
H -3.11532 2.68575 0.55346 0.083
H -2.71494 4.22746 2.22900 0.067
H -4.12843 3.54627 3.00692 0.079
H -4.24841 5.02293 1.98319 0.029
H -0.63961 5.08351 -1.77451 0.086
H -1.11169 3.38621 -1.46054 0.076
H -0.45279 3.74047 0.93516 0.076
H 0.89274 3.78742 -0.19326 0.076
H 0.24071 5.30116 0.47727 0.059
H -6.81840 1.20423 -1.06448 0.006
H -7.75738 -0.13946 -0.98718 0.014
H -7.50511 -0.36718 -3.63404 0.023
H -1.57422 -2.80267 -3.98817 -0.052
H 0.21782 -2.76919 -2.70143 -0.101
H 1.30327 -0.71602 -4.09697 0.072
H 0.96750 3.06850 -5.26879 0.092
H 0.59788 2.72327 -3.57139 0.069
H -0.45825 3.77742 -4.51559 0.082
H -1.24081 0.77368 -6.78565 0.089
H 0.42977 1.42087 -6.79584 0.085
H -0.94600 2.50512 -6.90147 0.088
Cl 3.64757 0.08205 2.50054 0.516
C 3.18375 -1.57959 2.96003 -0.664
C 4.19780 -2.59775 2.50858 -0.662
Cl 4.23644 -2.73275 0.72983 0.580
H 2.20550 -1.77676 2.52699 0.065
H 3.09909 -1.59805 4.04483 -0.009
H 3.93161 -3.57741 2.90237 0.081
H 5.20327 -2.34761 2.84047 -0.046
Cl 1.65397 6.72578 -1.76747 0.573
C 0.89614 8.22668 -1.16784 -0.643
C 0.30458 9.04842 -2.28371 -0.663
Cl 1.55886 9.73646 -3.34650 0.539
H 1.65336 8.78195 -0.62080 0.069
H 0.10662 7.93149 -0.47739 0.073
H -0.25278 9.88311 -1.86252 0.075
H -0.36592 8.45450 -2.89957 0.069
Cl 0.80728 0.29987 5.25275 0.550
C 0.90721 -0.26521 6.94290 -0.653
C 2.32166 -0.25895 7.45962 -0.675
Cl 3.33013 -1.49098 6.65172 0.572
H 0.47387 -1.26103 6.98682 0.070
H 0.29889 0.40952 7.54295 0.062
H 2.32726 -0.48783 8.52345 0.017
H 2.79594 0.70745 7.30952 0.069
Cl 7.65667 -3.63910 2.97039 0.580
C 8.50672 -2.08784 2.75900 -0.649
C 8.22413 -1.12969 3.88595 -0.631
Cl 6.53510 -0.55807 3.87279 0.590
H 8.20617 -1.67229 1.80143 0.023
H 9.57147 -2.31398 2.72447 0.077
H 8.85879 -0.25134 3.78102 0.075
H 8.41387 -1.58813 4.85314 0.069
Cl 2.72616 -3.86734 -2.92599 0.575
C 2.10764 -5.21692 -1.92314 -0.626
C 3.02498 -6.41014 -1.97568 -0.681
Cl 3.02134 -7.18192 -3.58573 0.534
H 1.11051 -5.47680 -2.28134 -0.017
H 2.04073 -4.84919 -0.90037 0.074
H 2.68193 -7.15752 -1.26237 0.080
H 4.05133 -6.13894 -1.73979 -0.074
Cl 3.74861 -0.60652 11.17091 0.554
C 3.74928 1.09122 11.71636 -0.656
C 2.35221 1.63537 11.86798 -0.652
Cl 1.53288 1.79427 10.29225 0.563
H 4.32264 1.66960 10.99656 0.069
H 4.25904 1.11990 12.67774 0.073
H 2.38925 2.62840 12.31210 0.074
H 1.74064 0.99209 12.49504 0.069
Cl -3.88687 -7.43838 -4.37231 0.541
C -2.82188 -6.40433 -5.35516 -0.669
C -1.38017 -6.49566 -4.92696 -0.635
Cl -1.12665 -5.76659 -3.31509 0.567
H -3.19058 -5.38438 -5.27333 0.067
H -2.92299 -6.73542 -6.38735 0.059
H -0.75223 -5.94720 -5.62794 0.080
H -1.03851 -7.52552 -4.88693 0.038
Cl -2.28644 -9.71752 -6.33546 0.565
C -2.92375 -10.96087 -5.23173 -0.656
C -2.06594 -12.19919 -5.21317 -0.666
Cl -2.13866 -13.09404 -6.75308 0.536
H -3.94147 -11.18503 -5.54020 0.072
H -2.94932 -10.51433 -4.23843 0.064
H -2.42084 -12.87310 -4.43535 0.073
H -1.02446 -11.95564 -5.01959 0.068
Cl -8.31730 8.53306 1.16805 0.563
C -6.78472 7.78621 0.62999 -0.641
C -6.70485 6.32949 0.99367 -0.639
Cl -6.57733 6.07704 2.76267 0.555
H -5.97033 8.35290 1.07304 0.072
H -6.73742 7.89191 -0.45181 0.077
H -5.81865 5.89407 0.53603 0.034
H -7.57796 5.78245 0.64775 0.075
Cl 10.09317 -5.40586 0.84682 0.527
C 9.20387 -6.68220 1.71194 -0.679
C 9.99994 -7.95623 1.82642 -0.664
Cl 10.22410 -8.75679 0.24893 0.535
H 8.26609 -6.84345 1.18535 0.062
H 8.98420 -6.29509 2.70565 0.044
H 9.47028 -8.65900 2.46747 0.072
H 10.98508 -7.77020 2.24634 0.066
Cl 7.89892 -2.76255 -0.65027 0.561
C 7.57879 -3.54347 -2.21814 -0.636
C 6.16950 -4.06624 -2.26152 -0.651
Cl 5.95683 -5.44172 -1.14796 0.615
H 8.30574 -4.33999 -2.35787 0.070
H 7.72703 -2.79108 -2.99097 0.076
H 5.92455 -4.42424 -3.26021 0.077
H 5.45750 -3.29379 -1.98004 0.023
Cl -12.30302 10.34811 3.14048 0.533
C -10.85345 9.41644 3.60297 -0.681
C -11.17509 8.29528 4.55544 -0.663
Cl -11.67615 8.89279 6.15995 0.530
H -10.13599 10.10981 4.03383 0.070
H -10.43477 9.00246 2.68921 0.003
H -10.28681 7.68367 4.70483 0.072
H -11.97447 7.66737 4.17079 0.068